ORCA calculation (ωB97M-V with the def2-TZVPD basis set) on a 3-piece molecular cluster, C3H12NO2 overall in a non-equilibrium geometry.

## Properties
⟨S²⟩: 0.753
Gap between HOMO and LUMO (alpha / beta) in eV: 2.96 / 8.93
Electronic energy in eV: -8885.44126
Spin multiplicity: 2
ΔE to the lowest compared entry with this formula, charge and spin in kJ/mol: 343.5

Structure (XYZ):
```
18
Properties=species:S:1:pos:R:3:mulliken_charge:R:1
C 1.29605 2.08486 -1.97751 -1.451
C -0.08550 1.61072 -2.22737 0.422
C -0.66800 0.74473 -1.45201 -1.172
N 0.14181 0.33184 -0.18824 -0.885
H 1.44996 3.12765 -2.17022 0.370
H 1.63991 2.04078 -0.84868 0.291
H 1.98960 1.41607 -2.43472 0.361
H -0.66122 2.10651 -3.02221 0.450
H -1.68910 0.61806 -1.15784 0.154
H -0.22901 -0.67661 0.04897 0.698
H 1.12519 0.53320 -0.52337 0.310
H 0.04979 1.01340 0.54622 0.578
H -0.49773 -2.36079 1.68941 0.289
H -0.61196 -2.98462 0.16104 0.355
O -0.52283 -2.12815 0.73364 -0.676
H -1.18442 -3.24448 4.41363 0.350
H -0.68564 -1.79478 4.60471 0.360
O -0.85690 -2.43841 3.80456 -0.802
```



ORCA calculation (ωB97M-V with the def2-TZVPD basis set) on a 3-piece molecular cluster, C3H12NO2 overall in a non-equilibrium geometry.

## Properties
Gap between HOMO and LUMO in eV: 11.33
Electronic energy in eV: -8883.19990
Total charge: +1
ΔE to the lowest compared entry with this formula, charge and spin in kJ/mol: 161.5

Structure (XYZ):
```
18
Properties=species:S:1:pos:R:3:mulliken_charge:R:1
C 1.23489 -0.36096 -2.14644 -0.961
C 0.96971 0.55962 -0.91559 0.490
C 1.24612 1.81660 -0.63065 -0.884
N 0.13983 -0.13383 0.12448 -0.254
H 1.35595 0.46321 -2.98322 0.298
H 2.21601 -0.74990 -1.87132 0.298
H 0.53211 -1.14060 -2.21465 0.379
H 0.90024 2.46442 0.09997 0.338
H 1.76856 2.31851 -1.40214 0.260
H -0.61196 -0.68266 -0.23729 0.378
H -0.42461 0.50594 0.75388 0.318
H 0.68677 -0.67220 0.84705 0.362
H -1.65618 -2.59426 1.30119 0.306
H -2.14335 -2.88385 -0.00263 0.296
O -1.57242 -2.25328 0.36045 -0.615
H -2.25073 0.93505 2.67126 0.319
H -1.04718 1.56363 3.45426 0.340
O -1.34378 0.84455 2.79139 -0.667
```



ORCA calculation (ωB97M-V with the def2-TZVPD basis set) on a 2-piece molecular cluster, C3H12NO2 overall in a non-equilibrium geometry.

## Properties
Gap between HOMO and LUMO in eV: 11.32
Electronic energy in eV: -8882.28080
Total charge: +1
ΔE to the lowest compared entry with this formula, charge and spin in kJ/mol: 250.2

Structure (XYZ):
```
18
Properties=species:S:1:pos:R:3:mulliken_charge:R:1
O -0.07477 -0.80796 -1.34186 -0.566
C 0.33170 0.50422 -1.34800 -0.350
C 0.30555 0.92892 0.05616 -0.706
N 0.32049 -0.21101 1.05632 -0.160
C 1.52757 -0.89757 1.36955 -1.025
H -0.94882 -1.14277 -1.61776 0.332
H 1.40922 0.29353 -1.68577 0.336
H -0.27512 1.28228 -1.96402 0.273
H -0.55737 1.53342 0.27577 0.459
H 1.12756 1.65420 0.18273 0.383
H -0.38253 -1.04282 0.70572 0.441
H -0.14051 0.08538 1.91566 0.416
H 2.16786 -1.09244 0.54430 0.341
H 1.27863 -1.97072 1.69906 0.336
H 2.01825 -0.52428 2.10943 0.463
H -2.48180 0.62497 -1.42665 0.320
H -3.27978 0.33284 -0.04798 0.298
O -2.34614 0.44981 -0.48266 -0.591
```



ORCA calculation (ωB97M-V with the def2-TZVPD basis set) on a 3-piece molecular cluster, C3H12NO2 overall in a non-equilibrium geometry.

## Properties
Gap between HOMO and LUMO in eV: 11.20
Electronic energy in eV: -8883.62655
Total charge: +1
ΔE to the lowest compared entry with this formula, charge and spin in kJ/mol: 120.4

Structure (XYZ):
```
18
Properties=species:S:1:pos:R:3:mulliken_charge:R:1
C -0.47338 0.21271 -3.14919 -1.192
C -0.57557 0.30898 -1.67327 0.119
C 0.39906 0.83027 -0.94516 -0.401
N 0.24725 0.81941 0.56279 -0.210
H 0.53578 -0.06747 -3.44212 0.335
H -1.21374 -0.53262 -3.47830 0.343
H -0.86389 1.11870 -3.61666 0.305
H -1.56995 0.05864 -1.31207 0.321
H 1.41440 0.84421 -1.32353 0.292
H 0.16728 -0.16271 0.83807 0.402
H 1.07265 1.13513 1.06800 0.331
H -0.62529 1.26938 0.78689 0.339
H 2.36994 -1.92534 1.85056 0.330
H 2.65750 -0.66086 2.50604 0.325
O 1.91084 -1.14637 2.16544 -0.644
H -1.44973 -1.01951 2.71240 0.317
H -2.39813 -0.01142 1.95802 0.332
O -1.64500 -0.62123 1.87331 -0.644
```



ORCA calculation (ωB97M-V with the def2-TZVPD basis set) on a 2-piece molecular cluster, C3H12NO2 overall in a non-equilibrium geometry.

## Properties
Gap between HOMO and LUMO in eV: 11.85
Electronic energy in eV: -8884.64243
Total charge: +1
ΔE to the lowest compared entry with this formula, charge and spin in kJ/mol: 22.4

Structure (XYZ):
```
18
Properties=species:S:1:pos:R:3:mulliken_charge:R:1
C 0.15781 0.18173 0.63534 -0.884
C 0.53472 1.17872 -0.50453 0.665
C 1.78176 0.79779 -1.26689 -1.565
O -0.58973 1.26697 -1.39006 -0.614
N -1.31766 0.10917 0.78112 -0.171
H 0.49317 -0.80567 0.31273 0.352
H 0.65378 0.44997 1.55814 0.367
H 0.61981 2.17550 -0.05346 0.240
H 2.63142 0.56197 -0.61759 0.367
H 2.09448 1.66076 -1.83582 0.431
H 1.59102 -0.02817 -1.94282 0.470
H -0.36148 1.16038 -2.31999 0.327
H -1.68413 -0.83675 0.99729 0.308
H -1.68972 0.42211 -0.09758 0.353
H -1.64105 0.72504 1.52869 0.374
H -0.42077 -2.86783 1.79405 0.317
H -1.68561 -3.48226 1.20283 0.317
O -1.16782 -2.66945 1.21856 -0.654
```



ORCA calculation (ωB97M-V with the def2-TZVPD basis set) on a 3-piece molecular cluster, C3H12NO2S overall in a non-equilibrium geometry.

## Properties
Gap between HOMO and LUMO in eV: 5.27
Electronic energy in eV: -19713.57445
Total charge: +1
ΔE to the lowest compared entry with this formula, charge and spin in kJ/mol: 611.4

Structure (XYZ):
```
19
Properties=species:S:1:pos:R:3:mulliken_charge:R:1
C 2.27596 0.80740 -1.15635 -0.578
O 3.42635 1.17312 -0.46400 -0.477
C 0.98721 0.87903 -0.33683 0.258
C 0.10736 -0.43079 -0.56689 -0.747
S -1.44183 -0.24425 0.12236 0.139
N 0.20381 2.04319 -0.66634 -0.428
H 2.40234 -0.20311 -1.52024 0.358
H 2.10221 1.44811 -2.03922 0.394
H 3.21972 1.84304 0.20908 0.329
H 1.21422 0.86225 0.72480 0.299
H 0.64848 -1.33376 -0.27996 0.511
H -0.01954 -0.46523 -1.66920 0.440
H -6.13315 -0.90296 2.37036 -0.055
H -6.74896 -0.56271 2.11420 0.056
H -0.76878 2.01638 -0.38232 0.208
H 0.63384 2.93183 -0.45680 0.275
H -0.64671 -3.92634 1.83371 0.314
H -1.03920 -2.85266 0.73474 0.300
O -0.42334 -3.08253 1.42890 -0.596
```



ORCA calculation (ωB97M-V with the def2-TZVPD basis set) on an isolated ion of composition C3H12NO3Si and charge +1 in a non-equilibrium geometry.

## Properties
SMILES: CC[C@H]([NH3+])[Si](O)(O)O
Gap between HOMO and LUMO in eV: 11.26
Electronic energy in eV: -18812.72808
Total charge: +1
ΔE to the lowest compared entry with this formula, charge and spin in kJ/mol: 18.7

Structure (XYZ):
```
20
Properties=species:S:1:pos:R:3:mulliken_charge:R:1
C -1.44928 1.09379 1.16656 -1.121
C -1.06055 -0.27224 0.57701 -0.631
C -0.15418 -0.11503 -0.71753 -0.547
N 0.01194 -1.55160 -1.22802 -0.444
Si 1.77300 0.28934 0.04646 0.674
O 1.66619 1.44280 1.17860 -0.514
O 2.90095 0.39752 -1.09343 -0.466
O 1.88965 -1.22581 0.59933 -0.543
H -0.67217 1.20863 1.88243 0.213
H -1.25818 1.87015 0.37613 0.324
H -2.49857 1.00272 1.37684 0.370
H -2.01524 -0.75225 0.29554 0.423
H -0.65149 -1.03449 1.22396 0.439
H -0.65818 0.50138 -1.40748 0.663
H 0.51512 -2.15860 -0.52033 0.381
H 0.47093 -1.63895 -2.15129 0.344
H -0.98483 -1.97788 -1.39786 0.381
H 1.03307 2.13860 1.43532 0.385
H 3.12998 1.22473 -1.40923 0.317
H 2.39988 -1.34558 1.44726 0.352
```



ORCA calculation (ωB97M-V with the def2-TZVPD basis set) on a 2-piece molecular cluster, C3H12NOS2 overall in a non-equilibrium geometry.

## Properties
Gap between HOMO and LUMO in eV: 10.11
Electronic energy in eV: -28507.77188
Total charge: +1
ΔE to the lowest compared entry with this formula, charge and spin in kJ/mol: 17.8

Structure (XYZ):
```
19
Properties=species:S:1:pos:R:3:mulliken_charge:R:1
N -1.03172 -1.44778 0.11676 -0.122
C -1.48342 -0.14546 -0.51772 0.033
C -0.73429 0.11614 -1.81663 -1.260
C -1.37826 0.98098 0.48735 -0.688
S 0.09550 1.19627 1.52566 -0.022
S 1.76788 0.56427 0.49990 -0.246
H -1.78188 -1.87243 0.65586 0.397
H -0.67340 -2.16189 -0.54826 0.263
H -0.28044 -1.23685 0.78691 0.310
H -2.52382 -0.28300 -0.73869 0.291
H -0.60340 -0.79304 -2.39920 0.458
H -1.34184 0.77855 -2.43255 0.373
H 0.22774 0.58731 -1.70686 0.230
H -1.69776 1.90592 -0.00885 0.408
H -2.16947 0.87593 1.24367 0.390
H 2.13139 1.72236 -0.07718 0.217
H 1.36306 -2.51916 -1.82038 0.317
H 0.73712 -3.88143 -1.85011 0.297
O 0.50329 -2.95565 -1.69232 -0.645
```



ORCA calculation (ωB97M-V with the def2-TZVPD basis set) on a 2-piece molecular cluster, C3H12NS overall in a non-equilibrium geometry.

## Properties
Gap between HOMO and LUMO in eV: 9.61
Electronic energy in eV: -15624.18046
Total charge: +1
ΔE to the lowest compared entry with this formula, charge and spin in kJ/mol: 39.1

Structure (XYZ):
```
17
Properties=species:S:1:pos:R:3:mulliken_charge:R:1
C 2.79217 -0.16533 -0.33144 -0.795
N 1.79028 0.28385 0.67193 -0.146
H 2.59581 0.28827 -1.29311 0.314
H 2.68438 -1.25163 -0.47041 0.343
H 3.77905 0.16972 -0.02948 0.362
H 1.72703 1.29960 0.66433 0.400
H 0.80204 -0.09757 0.45838 -0.071
H 2.05282 -0.05308 1.59771 0.384
C -1.80956 -0.34691 1.28485 -0.752
S -1.04120 -0.58482 -0.38581 -0.085
C -1.02391 1.14930 -1.04894 -0.798
H -1.92616 0.71629 1.54297 0.304
H -2.75156 -0.87321 1.11086 0.294
H -1.26787 -0.99964 1.97996 0.325
H -2.01516 1.39144 -1.42747 0.315
H -0.25373 1.10859 -1.82164 0.307
H -0.74402 1.83338 -0.24553 0.298
```



ORCA calculation (ωB97M-V with the def2-TZVPD basis set) on a 2-piece molecular cluster, C3H12NS overall in a non-equilibrium geometry.

## Properties
⟨S²⟩: 0.753
Gap between HOMO and LUMO (alpha / beta) in eV: 12.82 / 9.01
Electronic energy in eV: -15611.50849
Total charge: +2
Spin multiplicity: 2
ΔE to the lowest compared entry with this formula, charge and spin in kJ/mol: 20.8

Structure (XYZ):
```
17
Properties=species:S:1:pos:R:3:mulliken_charge:R:1
C 2.83528 0.14882 1.22126 -0.695
N 2.19839 1.01562 0.10346 -0.138
H 3.46921 -0.57534 0.69665 0.328
H 2.12295 -0.27612 1.92931 0.297
H 3.59211 0.77044 1.73856 0.360
H 2.86375 0.82596 -0.64583 0.414
H 1.21141 0.71852 -0.06890 0.034
H 2.21433 2.01936 0.28492 0.415
C -2.03092 -0.98018 0.82298 -0.840
S -0.86938 0.01018 -0.17592 0.354
C -1.69780 -0.29419 -1.77937 -0.839
H -1.59595 -1.10990 1.83159 0.345
H -3.05232 -0.55973 0.85904 0.417
H -1.99704 -1.93737 0.29835 0.402
H -1.57625 -1.32503 -2.14142 0.398
H -1.39604 0.41370 -2.53748 0.368
H -2.74541 -0.10005 -1.52868 0.381
```



What did the fifth record say?
ORCA calculation (ωB97M-V with the def2-TZVPD basis set) on a 2-piece molecular cluster, C3H12NO2 overall in a non-equilibrium geometry.

## Properties
Gap between HOMO and LUMO in eV: 11.85
Electronic energy in eV: -8884.64243
Total charge: +1
ΔE to the lowest compared entry with this formula, charge and spin in kJ/mol: 22.4

Structure (XYZ):
```
18
Properties=species:S:1:pos:R:3:mulliken_charge:R:1
C 0.15781 0.18173 0.63534 -0.884
C 0.53472 1.17872 -0.50453 0.665
C 1.78176 0.79779 -1.26689 -1.565
O -0.58973 1.26697 -1.39006 -0.614
N -1.31766 0.10917 0.78112 -0.171
H 0.49317 -0.80567 0.31273 0.352
H 0.65378 0.44997 1.55814 0.367
H 0.61981 2.17550 -0.05346 0.240
H 2.63142 0.56197 -0.61759 0.367
H 2.09448 1.66076 -1.83582 0.431
H 1.59102 -0.02817 -1.94282 0.470
H -0.36148 1.16038 -2.31999 0.327
H -1.68413 -0.83675 0.99729 0.308
H -1.68972 0.42211 -0.09758 0.353
H -1.64105 0.72504 1.52869 0.374
H -0.42077 -2.86783 1.79405 0.317
H -1.68561 -3.48226 1.20283 0.317
O -1.16782 -2.66945 1.21856 -0.654
```



> electronic energy of number 10 (C3H12NS)?

-15611.50849 eV